Computed, not measured: a gas-phase ion, C4H11N2OS (charge +1) at a distorted geometry, with the ωB97M-V functional and the def2-TZVPD basis.

Calculated values
SMILES string: CNC(=O)[C@H]([NH3+])CS
charge: +1
E: -741.65042 Ha
energy above the lowest of the compared OMol25 structures with the same formula, charge and spin: 53.9 kcal/mol
HOMO: -0.4884 Eh

Geometry as XYZ:
```
19
Properties=species:S:1:pos:R:3:forces:R:3
S 0.1882 -1.4782 -2.2777 0.301 0.514 1.442
O 0.8084 1.3483 1.9983 0.862 -0.395 -0.025
N -1.3838 1.1974 1.4625 0.559 -0.329 -1.752
N 1.7593 -0.7146 0.8635 -1.930 -3.110 -0.410
C -2.3930 0.8051 0.3777 -1.392 1.504 0.813
C -0.0479 0.8367 1.3079 -1.816 1.149 0.157
C 0.4527 0.0573 -1.1877 0.594 1.000 -2.185
C 0.4111 -0.3304 0.2756 -1.483 1.349 1.732
H 2.0599 0.1250 1.4324 -0.181 -0.594 0.191
H 1.3195 -1.6362 1.4201 3.035 2.991 -1.177
H -2.9035 -0.1758 0.7125 0.892 1.535 -1.131
H -0.2571 -1.1549 0.6062 0.037 0.354 -1.261
H 2.4107 -0.9875 0.0718 -0.703 0.150 1.443
H 1.3991 0.6571 -1.4516 -0.791 -1.410 0.621
H 0.3708 -0.9272 -3.4675 0.153 0.399 -0.285
H -1.6033 2.0122 2.1095 0.684 -1.587 -1.270
H -0.2738 0.8230 -1.5590 0.142 -0.881 1.018
H -3.2153 1.6570 0.3293 1.610 -1.888 0.422
H -1.9502 0.8802 -0.6692 -0.572 -0.751 1.656
```
Positions in Å, forces in eV/Å.

=====

Computed, not measured: a gas-phase ion, C4H11N2S (charge -1) at a distorted geometry, with the ωB97M-V functional and the def2-TZVPD basis.

Calculated values
SMILES string: C[C@H](C[S-])NCN
charge: -1
E: -666.64341 Ha
energy above the lowest of the compared OMol25 structures with the same formula, charge and spin: 64.7 kcal/mol
HOMO: -0.0921 Eh

Geometry as XYZ:
```
18
Properties=species:S:1:pos:R:3:forces:R:3
S 2.1640 2.4758 1.4476 -0.986 -0.855 -0.259
N -0.4379 -1.0371 0.6641 3.590 -0.795 1.324
N 0.0973 -1.6029 -1.8227 0.251 3.129 1.842
C -0.9318 -1.4129 -0.6393 1.537 -3.054 0.477
C -0.7270 1.3346 0.2754 -4.683 -0.848 -1.513
C 1.6015 0.7714 0.7044 -1.244 1.926 -1.018
C 0.1334 0.3016 0.9813 -0.591 2.975 -0.528
H 0.0070 0.6247 2.0248 -0.226 -1.090 0.256
H 2.3026 0.2373 1.2788 1.091 -1.585 -0.503
H -0.7854 1.2210 -0.8972 0.594 0.369 2.080
H -1.8752 -0.9612 -0.8629 -0.132 1.185 -0.503
H -1.2619 -2.4710 -0.4048 0.343 0.760 -0.653
H 1.6343 1.0146 -0.4044 0.889 -1.181 1.085
H -0.5148 -1.6245 -2.6445 0.671 0.420 -0.048
H 0.7738 -0.6824 -1.8207 -2.452 -2.779 -0.328
H 0.3644 -1.7131 0.9818 -2.223 1.175 -1.034
H -0.6224 2.3644 0.5766 0.865 0.157 -0.095
H -1.9222 1.1597 0.5616 2.708 0.091 -0.582
```
Positions in Å, forces in eV/Å.

=====

Computed, not measured: a gas-phase ion, C4H11N2S (charge -1) at a distorted geometry, with the ωB97M-V functional and the def2-TZVPD basis.

Calculated values
SMILES string: NCNCCC[S-]
charge: -1
E: -666.70716 Ha
energy above the lowest of the compared OMol25 structures with the same formula, charge and spin: 24.7 kcal/mol
HOMO: -0.0827 Eh

Geometry as XYZ:
```
18
Properties=species:S:1:pos:R:3:forces:R:3
S -1.2058 1.3555 -2.5184 -0.095 -0.364 0.020
N 1.0825 -0.5931 1.2994 1.710 1.918 0.021
N 1.2282 -2.8448 1.8486 -0.543 -0.587 -1.072
C 0.3114 -1.7208 1.5133 -0.297 -2.148 0.895
C -0.5541 0.9587 0.1732 0.314 0.868 0.698
C -0.0460 0.7380 -1.2377 -0.664 0.005 -0.049
C 0.4877 0.7338 1.3097 -1.862 -0.747 -0.902
H 0.2144 -0.3233 -1.3351 0.028 0.052 -0.372
H 0.6943 -3.6765 2.0805 -0.129 -0.010 -0.275
H 1.2705 1.4833 1.2247 0.078 0.047 0.482
H -0.3496 -1.6142 2.3822 -0.262 0.765 -0.219
H -0.8891 2.0027 0.2237 0.114 0.032 0.078
H 1.6934 -0.6464 0.4961 -0.101 -0.512 -0.072
H -0.2958 -2.0746 0.6756 -0.161 0.054 -0.226
H 1.7393 -2.6447 2.6729 0.609 0.631 0.831
H 0.8383 1.3492 -1.3914 0.529 -0.134 0.288
H -0.1605 0.7738 2.1924 0.730 0.542 0.513
H -1.4544 0.4140 0.4767 0.005 -0.412 -0.641
```
Positions in Å, forces in eV/Å.

=====

Computed, not measured: a gas-phase ion, C4H11N2S (charge +1) at a distorted geometry, with the ωB97M-V functional and the def2-TZVPD basis.

Calculated values
charge: +1
E: -666.41034 Ha
energy above the lowest of the compared OMol25 structures with the same formula, charge and spin: 36.2 kcal/mol
HOMO: -0.5198 Eh

Geometry as XYZ:
```
18
Properties=species:S:1:pos:R:3:forces:R:3
S -2.2870 -1.7986 0.3589 1.328 -0.163 -0.173
N 2.4496 -1.6171 -0.1071 -3.769 0.218 -1.120
N 0.1138 -1.0214 0.1072 0.427 1.057 -0.486
C 1.4034 -0.5064 -0.2150 4.354 0.855 2.208
C -0.5245 1.9336 0.4362 0.573 -0.013 2.473
C -1.0699 -0.5583 0.0251 -2.651 1.420 0.824
C -1.4174 0.9135 -0.2170 3.857 -1.267 -2.117
H 0.5308 1.9005 0.1126 -0.705 0.180 0.311
H -3.3831 -1.0967 0.3223 -0.732 0.932 -0.121
H 1.4723 -0.1747 -1.2055 -0.597 0.831 -1.512
H -0.9549 2.8861 0.2047 0.029 0.658 -0.406
H -2.3955 1.1708 0.0312 -1.822 -0.053 -0.490
H 3.3890 -1.4153 0.1461 0.466 0.778 0.227
H 0.1548 -1.9595 0.3018 0.518 -3.049 0.737
H 2.3884 -2.0036 -1.0488 0.877 -0.422 0.491
H -0.9586 1.1163 -1.2519 -2.097 -0.688 0.440
H 1.7217 0.3578 0.4551 -0.646 -1.274 -0.696
H -0.6328 1.8730 1.5441 0.590 -0.001 -0.590
```
Positions in Å, forces in eV/Å.

=====

Computed, not measured: a gas-phase ion, C4H11N2S (charge +1) at a distorted geometry, with the ωB97M-V functional and the def2-TZVPD basis.

Calculated values
charge: +1
E: -666.40698 Ha
energy above the lowest of the compared OMol25 structures with the same formula, charge and spin: 38.3 kcal/mol
HOMO: -0.5240 Eh

Geometry as XYZ:
```
18
Properties=species:S:1:pos:R:3:forces:R:3
S 2.3276 1.1743 -0.1760 1.160 -0.033 -0.487
N -0.0605 1.5429 0.6223 -0.557 4.175 2.384
N -1.6719 0.9636 -0.8928 0.698 3.023 -0.216
C 0.7135 0.6701 0.0942 1.853 -1.274 -0.812
C 1.5658 -1.6851 0.3308 0.519 2.980 -0.984
C -1.5310 1.4763 0.4998 -0.994 -1.803 -0.796
C 0.4118 -0.7690 -0.1763 0.415 -0.904 0.058
H -0.3114 -1.1078 0.5110 -1.799 0.327 0.607
H 2.9521 0.0263 -0.6972 -1.052 1.124 0.704
H 1.9334 -1.4816 1.3211 0.172 0.812 0.340
H 1.1561 -2.5921 0.4492 -1.286 -3.627 -0.177
H 0.0184 -1.0428 -1.1920 0.767 0.644 0.880
H -1.9142 0.7239 1.2478 0.258 0.740 -0.835
H 2.3631 -1.6795 -0.3770 0.716 -0.587 -0.293
H -1.6984 1.8487 -1.5064 0.099 -1.913 0.947
H 0.3335 2.4587 1.0965 -0.713 -2.447 -1.583
H -2.1428 2.4090 0.5929 1.506 -0.319 0.584
H -2.5617 0.5731 -0.9860 -1.763 -0.917 -0.322
```
Positions in Å, forces in eV/Å.

=====

Computed, not measured: 2 unconnected molecules or ions with the total composition C4H11N2S at a distorted geometry, with the ωB97M-V functional and the def2-TZVPD basis.

Calculated values
charge: +1
E: -666.33981 Ha
energy above the lowest of the compared OMol25 structures with the same formula, charge and spin: 80.5 kcal/mol
HOMO: -0.4833 Eh

Geometry as XYZ:
```
18
Properties=species:S:1:pos:R:3:forces:R:3
S 1.7174 -0.7029 1.0814 0.501 -0.411 0.662
N 1.6057 0.3988 -1.2936 -0.942 1.075 0.006
N -0.7772 1.3576 0.0212 -0.118 -1.885 0.973
C -0.4356 0.5365 -0.9443 -0.228 1.809 0.889
C 2.6077 0.1473 -0.2573 -2.027 0.696 1.067
C -0.8840 1.0965 1.5223 1.795 3.557 -1.419
C -0.9180 -0.0383 -2.0178 1.283 0.817 2.546
H 3.3196 -0.4572 -0.6639 2.149 -1.724 -0.881
H 1.4160 -0.4176 -1.8368 0.534 -0.502 -0.524
H -1.8820 1.2602 1.8739 -0.556 0.489 -0.050
H -0.4097 -0.7661 -2.4945 1.998 -1.668 -2.251
H -0.6349 0.1172 1.6866 0.846 -2.058 0.670
H 3.0562 1.0503 0.0845 0.122 0.773 0.184
H -0.1056 1.8903 1.9258 -1.748 -2.017 -0.130
H -1.9214 -0.0808 -2.1637 -2.990 0.143 -0.126
H 1.8923 1.1800 -1.9060 -0.364 -0.634 0.347
H -1.1256 2.2584 -0.1499 -0.009 1.426 -1.047
H 2.5873 -0.6378 2.1442 -0.247 0.114 -0.916
```
Positions in Å, forces in eV/Å.

=====

Question: What is the formula in the sixth record?
Answer: C4H11N2S